[1]
A cluster of 5 separate species, C16H20ClN4 in total. Source: the Open Molecules 2025 dataset; level of theory: ωB97M-V with the def2-TZVPD basis set.

XYZ file:
```
41
Properties=species:S:1:pos:R:3:forces:R:3
Cl -0.05541 0.02796 0.64246 -0.094 0.253 -0.039
N -1.77201 2.72067 1.22531 0.056 0.075 -0.394
C -1.41630 3.73364 2.06232 0.075 -0.146 -0.171
C -2.33563 4.74601 1.92206 0.121 0.033 0.013
C -3.27093 4.32510 0.93782 -0.025 0.101 -0.107
C -2.88006 3.07730 0.51805 0.027 -0.105 0.181
H -1.20884 1.89700 1.00380 0.072 -0.093 0.318
H -0.50061 3.65699 2.62358 -0.088 0.064 0.167
H -2.30712 5.69003 2.44214 -0.071 0.000 0.009
H -4.10018 4.88958 0.54260 -0.054 -0.023 0.086
H -3.28624 2.39719 -0.21227 -0.094 0.095 -0.054
N -2.15235 0.25779 -1.77640 -0.094 0.259 -0.097
C -1.74490 0.60403 -3.02848 0.145 0.101 0.453
C -2.74424 0.28507 -3.90540 -0.251 -0.182 -0.170
C -3.80645 -0.28636 -3.14036 0.125 0.159 -0.398
C -3.40555 -0.28046 -1.83113 0.198 0.202 0.332
H -1.58207 0.42894 -0.94741 -0.025 -0.457 0.089
H -0.77795 1.06883 -3.12992 -0.010 -0.054 -0.288
H -2.72660 0.42665 -4.97347 0.012 0.010 -0.014
H -4.74572 -0.63617 -3.53600 -0.041 -0.045 0.101
H -3.91058 -0.55642 -0.92067 -0.022 -0.151 -0.057
N 2.20933 -3.58861 4.18652 -0.131 0.034 0.230
C 2.20017 -3.39294 2.83202 0.149 0.206 -0.307
C 2.34016 -2.05107 2.58955 -0.283 -0.078 0.389
C 2.41048 -1.40816 3.86331 0.394 -0.083 -0.490
C 2.32231 -2.37794 4.82142 0.079 0.092 0.058
H 2.09232 -4.46801 4.65312 -0.016 0.000 -0.067
H 2.11238 -4.21152 2.13826 -0.071 -0.052 0.062
H 2.27192 -1.55694 1.63499 0.134 -0.062 -0.052
H 2.63174 -0.36375 4.00674 -0.326 0.051 0.161
H 2.31928 -2.29029 5.89426 0.062 -0.123 0.030
N 2.08170 -0.85349 -1.53215 0.187 0.424 -0.381
C 1.76454 -1.84267 -2.41333 -0.107 0.186 0.267
C 2.87813 -2.12645 -3.16141 0.142 0.111 -0.201
C 3.91184 -1.24914 -2.71852 0.091 0.004 -0.087
C 3.37963 -0.46602 -1.73080 -0.495 -0.065 0.284
H 1.39530 -0.34008 -0.97497 0.059 -0.337 0.323
H 0.76080 -2.23411 -2.40974 0.036 -0.097 -0.155
H 2.92246 -2.80982 -3.99353 0.061 -0.162 0.114
H 4.93186 -1.17761 -3.06163 -0.040 -0.115 -0.130
H 3.79338 0.33525 -1.14273 0.111 -0.028 -0.008
```
Forces are in eV/Å.

Summary:
- 2S+1 = 1
- LUMO (eV) = 2.991
- orbital gap (hartree) = 0.307
- energy above the lowest of the compared OMol25 structures with the same formula, charge and spin (kcal/mol) = 0.0
- net charge = -1
- highest occupied orbital energy (eV) = -5.365


[2]
A cluster of 7 separate species, C37H75N4O11 in total at a distorted geometry. Source: the Open Molecules 2025 dataset; level of theory: ωB97M-V with the def2-TZVPD basis set.

XYZ file:
```
127
Properties=species:S:1:pos:R:3:forces:R:3
C 6.58056 -3.99507 1.69312 1.655 -0.056 1.278
C 5.56854 -3.47255 2.75279 -0.651 -0.602 -0.754
C 4.91418 -4.70835 3.44836 -0.106 0.043 0.890
C 4.00117 -4.49287 4.70012 0.636 1.803 -1.928
C 4.77641 -3.59573 5.68977 -0.065 -1.555 -0.311
C 5.42733 -2.27355 5.20416 1.336 -1.407 0.975
N 6.09099 -2.48473 3.81978 4.069 4.133 -1.124
O 7.05513 -1.58502 3.52376 -5.043 -5.091 1.061
C 6.60316 -1.81533 6.26224 -1.443 -0.554 -1.706
C 4.37273 -1.22027 5.09340 -0.231 1.799 -0.582
C 4.51642 -2.72584 1.97132 -1.539 1.538 -0.858
H 7.16181 -3.24635 1.15490 -0.523 0.340 0.009
H 6.19484 -4.72968 0.98627 -0.831 0.452 0.124
H 7.35261 -4.58617 2.18573 0.148 0.009 0.377
H 5.75511 -5.34398 3.72568 -0.064 -0.299 0.092
H 4.28784 -5.24301 2.73425 0.417 0.108 -0.414
H 3.68455 -5.47332 5.05587 0.366 0.197 0.496
H 3.08299 -4.00293 4.37609 -0.145 0.067 -0.046
H 5.54802 -4.31314 5.96913 0.372 0.477 0.873
H 4.08299 -3.37358 6.50089 0.500 0.154 0.321
H 6.14546 -1.81889 7.25149 -0.027 0.179 -0.128
H 6.96438 -0.83290 5.95822 -0.106 -0.055 0.272
H 7.43836 -2.51570 6.26627 -0.148 -0.084 -0.162
H 4.02550 -0.87291 6.06647 0.021 -0.553 0.209
H 3.50041 -1.46088 4.48574 0.096 -0.316 0.149
H 4.81046 -0.31485 4.67301 0.079 0.064 -0.264
H 4.09066 -3.26747 1.12664 0.117 -0.986 0.425
H 4.83306 -1.86013 1.38961 0.776 0.348 0.590
H 3.65806 -2.38302 2.54906 0.083 -0.156 0.187
C -5.63422 6.48493 1.47017 0.112 -0.144 -0.097
C -4.93280 5.16685 1.07404 -0.354 -0.662 0.568
C -4.00342 5.41257 -0.18248 -0.876 -1.775 1.174
C -2.79085 6.18303 0.14757 0.623 1.244 1.251
C -1.95393 5.45818 1.22433 0.537 -0.420 -1.407
C -2.60731 5.21991 2.58943 1.591 1.151 0.389
N -4.02289 4.79887 2.32671 -3.307 -3.157 5.996
O -4.62279 4.15751 3.42697 3.225 3.693 -6.683
C -2.54282 6.65985 3.36715 -0.120 -0.614 0.544
C -1.72438 4.16065 3.36202 -0.235 0.302 0.711
C -6.00282 4.05513 0.85423 0.023 -0.253 0.052
H -6.19876 6.79857 0.59210 0.515 0.374 -0.294
H -4.85684 7.17715 1.79363 -0.456 0.436 -0.217
H -6.43380 6.44523 2.20990 0.464 -0.622 0.450
H -4.64887 5.80627 -0.96765 0.176 0.013 0.000
H -3.58006 4.44640 -0.45707 -0.681 -0.377 -0.475
H -3.06219 7.15452 0.56071 0.024 0.310 -0.094
H -2.19315 6.40524 -0.73644 0.080 -0.238 0.010
H -0.98940 5.96369 1.27186 -0.144 0.373 0.799
H -1.61719 4.48855 0.85754 -0.425 -0.341 -0.307
H -2.66233 7.51896 2.70704 -1.071 -0.245 -0.007
H -1.65074 7.01829 3.88079 1.523 -1.306 -0.813
H -3.04243 6.67667 4.33577 -1.604 -0.074 -0.613
H -2.02860 3.90774 4.37769 -0.484 0.639 0.057
H -0.74549 4.63050 3.45755 -0.015 0.153 -0.072
H -1.52664 3.15684 2.98606 -0.573 0.214 -1.078
H -5.64245 3.07872 0.53039 0.567 0.174 0.011
H -6.72714 4.34521 0.09311 0.332 0.494 -0.276
H -6.65410 3.83787 1.70084 0.450 0.374 0.430
C 3.50495 3.90219 -0.08808 -0.356 -2.305 0.966
C 3.57782 4.38208 -1.47706 0.016 1.395 -0.934
C 3.40538 3.40825 -2.62504 1.661 0.070 -0.616
N 3.30949 4.17337 -3.97256 -1.014 -1.551 -2.198
C 1.83301 4.12741 -4.45938 0.592 1.566 1.002
C 4.06227 3.44988 -5.12874 0.189 1.474 0.200
C 4.35406 4.62115 -6.15714 0.145 -2.372 -1.430
C 4.20129 5.91036 -5.47466 -0.830 1.354 1.468
C 3.85911 5.62288 -4.05468 0.013 -2.156 2.278
H 4.34921 3.26790 0.18209 0.374 0.194 -0.069
H 2.69709 3.17097 -0.06014 -0.521 0.280 0.643
H 3.41659 4.66066 0.68975 -0.194 0.059 -0.357
H 4.58129 4.78947 -1.60025 -0.188 0.546 -0.195
H 2.82941 5.16385 -1.60675 0.081 0.307 0.057
H 2.65424 2.61938 -2.58555 -0.414 0.468 0.068
H 4.36588 2.89825 -2.69874 -0.049 -0.331 -0.109
H 1.27306 4.63468 -3.67374 -0.275 -0.536 0.207
H 1.48209 3.11850 -4.67637 0.245 0.140 0.284
H 1.69201 4.80135 -5.30437 0.408 -0.350 -0.320
H 3.48435 2.57511 -5.42687 0.037 0.296 -0.225
H 5.02894 3.11134 -4.75583 -0.137 0.004 0.226
H 3.78166 4.70159 -7.08126 -0.544 -0.868 0.204
H 5.35104 4.44684 -6.56178 0.172 0.129 0.335
H 3.30356 6.45152 -5.77357 0.722 0.518 -1.078
H 5.14842 6.44865 -5.43844 -0.516 0.619 -0.478
H 3.07082 6.17205 -3.53979 0.534 0.648 -0.256
H 4.78658 5.57148 -3.48437 -0.313 0.248 0.380
C -0.57334 -6.48230 -1.71909 -0.110 -1.085 0.104
C -1.94592 -5.93313 -1.90442 -0.539 1.253 -1.959
C -2.73208 -6.71455 -3.01448 -0.831 -0.109 1.479
N -4.09544 -6.11083 -3.33590 -1.115 0.916 -0.082
C -5.02284 -6.38769 -2.15223 0.159 -0.377 -0.992
C -4.65682 -6.81779 -4.61417 0.648 0.997 1.936
C -4.06328 -6.00920 -5.75091 0.498 -0.784 -0.398
C -3.45946 -4.72856 -5.17472 0.476 0.141 0.321
C -4.01640 -4.60763 -3.77104 -0.291 -0.961 0.746
H -0.01417 -5.85457 -1.02527 0.138 -0.267 -0.141
H -0.10398 -6.55751 -2.69998 0.389 0.198 0.136
H -0.68431 -7.50435 -1.35687 0.513 -0.073 0.344
H -1.76619 -4.93028 -2.29183 -0.228 0.242 -0.119
H -2.48147 -5.73968 -0.97497 -0.230 -0.635 -0.058
H -3.03110 -7.68689 -2.62303 0.208 -0.167 0.209
H -2.22717 -6.99097 -3.94009 0.424 0.832 0.022
H -4.70664 -5.83308 -1.26875 -0.370 0.117 -0.268
H -4.99075 -7.45983 -1.95832 0.436 0.002 0.145
H -6.05004 -6.26877 -2.49692 0.097 0.874 0.337
H -5.74239 -6.72714 -4.65156 0.093 -0.277 0.553
H -4.28990 -7.81027 -4.35256 -0.487 -0.383 -1.216
H -4.83320 -5.80103 -6.49386 0.269 -0.216 -0.105
H -3.23098 -6.59189 -6.14570 -0.321 0.079 -0.707
H -3.64131 -3.85460 -5.80022 -0.078 -0.038 0.222
H -2.38223 -4.89126 -5.14023 0.074 0.371 0.121
H -5.02095 -4.18470 -3.76065 -0.193 -0.376 -0.011
H -3.47403 -4.06667 -2.99562 0.267 -0.001 -0.397
O -2.30501 -3.11411 3.70489 -0.120 -1.354 -0.166
C -1.99688 -2.30162 4.71927 2.312 1.210 1.936
O -2.57571 -1.20384 4.67172 -0.523 0.737 0.459
O -1.11454 -2.61169 5.57393 -0.692 -0.363 -1.009
H -3.08257 -2.60345 3.46778 -0.696 -0.182 -1.251
O -6.67502 -2.06569 1.26851 1.301 0.813 -0.099
C -7.83975 -2.07863 0.63011 -2.969 -0.683 -1.811
O -8.05242 -1.46571 -0.47727 1.449 -0.048 1.337
O -8.70606 -2.79266 1.14510 -0.436 -0.352 0.470
H -6.17542 -1.42541 0.75660 0.768 0.250 -0.003
O -0.07030 -0.64600 -0.12886 1.095 -0.885 1.254
C -1.17185 -0.41858 -0.86625 -1.059 1.706 -2.109
O -0.92781 -0.09209 -2.04041 -0.532 0.068 -0.782
O -2.24148 -0.49013 -0.21253 -0.077 -0.289 -0.543
H -0.65775 -0.95207 0.56602 0.795 -0.453 1.978
```
Forces are in eV/Å.

Summary:
- 2S+1 = 1
- LUMO (eV) = -5.600
- orbital gap (hartree) = 0.048
- energy above the lowest of the compared OMol25 structures with the same formula, charge and spin (kcal/mol) = 121.8
- net charge = +1
- highest occupied orbital energy (eV) = -6.911


Question: Which value of 2S+1 does entry 1 give?
Answer: 1